Record 1
78
Properties=species:S:1:pos:R:3:forces:R:3:mulliken_charge:R:1 method="wB97M-V/def2-TZVPD" total_energy_ev=-229689.0003 homo_lumo_gap_ev=9.05 homo_energy_ev=-8.86 de_lowest_kj_mol=20.19 lumo_ev=0.20
Ga 1.262 -1.236 0.128 0.16 -0.14 0.08 -0.22
Cl -0.560 -0.480 2.965 0.00 -0.10 0.02 -0.18
C 1.104 0.010 2.903 -0.03 0.12 -0.03 1.22
C 1.858 -0.245 1.764 0.03 -0.03 0.00 -1.16
C 3.159 0.245 1.758 -0.02 -0.02 0.06 0.77
Cl 4.123 -0.006 0.341 0.05 0.00 0.00 -0.19
C 3.710 0.940 2.832 0.00 0.01 -0.01 -0.25
Cl 5.322 1.532 2.765 0.00 -0.01 0.00 -0.19
C 2.931 1.161 3.965 0.03 0.02 -0.04 0.59
Cl 3.579 2.027 5.300 0.01 0.00 0.01 -0.18
C 1.618 0.699 4.001 -0.05 0.02 -0.06 -0.34
Cl 0.638 1.020 5.379 0.00 0.00 0.02 -0.18
C -4.649 -4.673 -4.041 0.01 0.01 -0.01 -1.99
C -4.127 -3.564 -3.117 -0.07 0.00 0.00 2.44
C -5.003 -2.318 -3.326 0.00 -0.03 0.01 -2.08
C -2.710 -3.204 -3.579 -0.03 -0.02 -0.02 -1.32
C -4.236 -4.050 -1.632 0.01 -0.03 0.06 2.25
O -5.626 -4.268 -1.336 0.04 -0.01 0.02 -0.75
C -3.497 -5.357 -1.282 -0.03 -0.03 0.01 -2.23
C -2.024 -5.501 -1.668 0.04 -0.03 0.02 0.35
C -1.244 -6.474 -0.813 0.06 0.02 0.02 -0.27
C 0.132 -6.292 -0.680 -0.06 0.02 0.00 -0.28
C 0.903 -7.153 0.082 0.02 -0.02 0.02 -1.05
C 0.289 -8.218 0.722 0.01 0.02 -0.01 0.42
Cl 1.245 -9.307 1.685 0.00 0.00 0.00 -0.23
C -1.073 -8.423 0.610 -0.02 0.00 0.00 -0.99
C -1.832 -7.547 -0.155 0.00 -0.04 -0.04 -0.26
C -3.930 -2.967 -0.568 -0.01 0.03 -0.09 -3.09
N -2.549 -2.828 -0.133 -0.01 0.05 0.09 1.22
C -1.650 -1.896 -0.423 -0.04 -0.01 0.05 -0.81
N -0.534 -2.160 0.240 0.04 0.06 -0.22 0.81
C -0.812 -3.295 0.939 0.01 0.01 0.08 -0.91
N -2.031 -3.715 0.755 -0.07 0.04 0.02 -0.79
H -4.500 -4.376 -5.080 -0.01 0.00 -0.01 0.49
H -5.719 -4.850 -3.914 -0.01 -0.01 0.00 0.48
H -4.116 -5.613 -3.891 0.01 -0.01 -0.01 0.32
H -5.129 -2.145 -4.395 0.00 0.00 -0.01 0.53
H -4.533 -1.420 -2.919 0.01 0.02 0.03 0.37
H -5.988 -2.435 -2.878 -0.01 0.01 0.01 0.40
H -2.783 -2.626 -4.503 0.00 0.00 -0.02 0.60
H -2.098 -4.076 -3.795 0.00 0.04 0.01 0.29
H -2.172 -2.585 -2.866 0.01 0.05 0.06 -0.36
H -5.928 -5.026 -1.845 -0.01 -0.02 -0.02 0.58
H -4.071 -6.183 -1.715 0.02 0.02 -0.03 0.88
H -3.588 -5.466 -0.199 -0.02 -0.04 -0.02 0.55
H -1.512 -4.541 -1.604 0.02 -0.02 -0.08 -0.06
H -1.936 -5.812 -2.713 -0.03 -0.02 0.04 0.83
H 0.608 -5.445 -1.162 0.03 0.00 0.01 0.50
H 1.967 -6.996 0.189 0.01 0.02 0.00 0.45
H -1.537 -9.256 1.120 0.00 -0.01 0.00 0.41
H -2.898 -7.718 -0.228 -0.02 0.01 0.00 0.40
H -4.491 -3.251 0.320 -0.01 0.01 -0.03 0.45
H -4.286 -1.993 -0.895 0.07 0.06 0.01 0.49
H -1.811 -1.055 -1.075 0.03 -0.03 -0.01 1.14
H -0.100 -3.786 1.579 0.03 -0.01 -0.01 0.58
Cl 2.362 -3.226 0.177 -0.04 0.09 0.03 -0.39
Si 1.684 -0.515 -2.135 0.01 0.04 0.03 0.41
Cl 3.482 -1.057 -2.987 -0.02 0.03 -0.01 -0.28
Cl 0.245 -1.273 -3.454 -0.08 -0.04 0.03 -0.29
C -3.306 1.479 -0.907 0.01 0.02 -0.02 -0.81
C -2.261 2.112 -1.798 0.06 0.04 0.00 -0.29
O -1.279 2.823 -1.007 -0.11 0.01 0.01 -0.32
P 0.045 2.057 -0.571 0.08 -0.15 -0.01 -0.26
O -0.259 0.687 -0.064 -0.18 0.06 -0.12 0.41
Te 1.584 1.999 -2.429 0.08 0.01 0.04 -0.07
O 0.681 3.051 0.466 0.01 0.00 -0.05 -0.20
C -0.010 3.374 1.708 0.00 -0.03 0.03 0.15
C -0.629 4.747 1.614 0.01 -0.01 0.02 -1.33
H -4.059 0.978 -1.520 -0.03 0.00 -0.03 0.34
H -3.806 2.237 -0.305 0.00 -0.01 0.01 0.42
H -2.847 0.750 -0.241 -0.01 0.04 0.06 0.03
H -2.694 2.862 -2.458 0.00 -0.03 0.00 0.39
H -1.752 1.367 -2.418 0.00 0.00 -0.03 0.20
H 0.759 3.331 2.476 0.01 -0.03 0.03 0.27
H -0.751 2.600 1.920 0.01 -0.01 0.00 0.21
H 0.132 5.490 1.381 0.00 0.01 0.00 0.32
H -1.081 5.005 2.573 -0.01 0.00 0.00 0.39
H -1.398 4.776 0.845 0.00 0.00 -0.01 0.27

***

Record 2
22
Properties=species:S:1:pos:R:3:forces:R:3:mulliken_charge:R:1 method="wB97M-V/def2-TZVPD" total_energy_ev=-19331.4197 homo_lumo_gap_ev=9.56 homo_energy_ev=-8.78 de_lowest_kj_mol=0.00 smiles=CSCC(C)(C)CO lumo_ev=0.78
C 2.961 0.312 -0.502 -0.46 0.19 -1.15 -0.75
S 2.127 -0.691 0.684 -1.03 -0.90 1.51 -0.14
C 0.465 -1.155 0.032 -0.51 1.27 -1.59 -1.07
C -0.791 -0.172 0.117 1.12 -0.24 0.43 1.74
C -1.409 -0.223 1.504 1.15 1.69 1.08 -1.60
C -1.844 -0.724 -0.828 -0.75 0.13 -0.72 -1.86
C -0.443 1.288 -0.300 -0.53 -0.06 -0.85 -1.00
O 0.372 2.036 0.597 -0.77 -0.61 -0.29 -0.52
H 3.114 -0.254 -1.419 0.31 0.00 -0.05 0.26
H 2.364 1.184 -0.758 0.25 0.27 0.10 0.31
H 3.912 0.594 -0.051 -0.13 0.01 -0.09 0.31
H 0.555 -1.355 -1.050 0.36 -0.01 0.29 0.44
H 0.175 -2.105 0.460 0.21 -0.16 0.45 0.42
H -0.661 0.139 2.300 -1.17 -0.62 -1.03 0.28
H -2.279 0.453 1.518 0.28 -0.16 0.20 0.41
H -1.753 -1.213 1.734 -0.06 -0.57 0.23 0.45
H -1.666 -0.469 -1.886 0.24 -0.24 0.28 0.41
H -2.822 -0.260 -0.598 0.35 -0.27 0.00 0.44
H -1.966 -1.821 -0.739 0.14 0.53 -0.01 0.38
H -1.399 1.829 -0.470 0.51 -0.15 0.33 0.43
H 0.051 1.264 -1.294 -0.16 -0.16 0.25 0.34
H 0.936 1.343 0.947 0.67 0.07 0.63 0.30

***

Record 3
61
Properties=species:S:1:pos:R:3:forces:R:3:mulliken_charge:R:1 method="wB97M-V/def2-TZVPD" total_energy_ev=-54631.5555 multiplicity=3 total_charge=-1 homo_lumo_gap_ev="5.81 / 6.54" homo_energy_ev="-3.30 / -4.11" de_lowest_kj_mol=35.15 lumo_ev="2.52 / 2.44"
Pt -1.886 0.265 -1.500 0.63 0.08 -0.03 1.58
O -4.341 0.091 2.484 0.08 0.18 -0.14 -0.74
C -3.463 -0.500 1.825 -0.09 0.46 0.60 0.36
O -3.505 -0.854 0.640 0.14 -0.41 0.08 -0.72
C -2.244 -0.846 2.871 -0.73 -0.53 0.24 0.14
C -2.800 -1.339 4.076 0.02 -0.09 -0.21 -0.78
C -2.050 -1.723 5.166 0.14 -0.02 0.06 -0.62
C -0.659 -1.618 5.140 -0.12 0.00 0.02 -0.77
C -0.076 -1.116 4.000 -0.01 0.11 -0.10 -0.27
C -0.846 -0.739 2.887 0.47 0.16 0.26 0.34
P -0.025 -0.085 1.430 -1.97 -0.84 0.66 0.95
C 1.350 -1.184 1.062 0.13 0.41 -0.24 0.48
C 2.625 -1.014 1.595 0.00 -0.13 -0.01 -0.19
C 3.622 -1.930 1.290 0.01 0.05 0.03 -0.77
C 3.348 -2.995 0.442 0.01 -0.03 -0.02 -0.40
C 2.078 -3.156 -0.096 -0.04 0.01 0.00 -0.69
C 1.074 -2.252 0.215 0.04 -0.03 -0.01 -0.55
C 0.594 1.561 1.817 0.15 -0.09 -0.28 0.31
C 1.540 2.164 0.989 -0.01 0.05 0.02 -0.29
C 1.962 3.459 1.249 -0.03 -0.03 -0.04 -0.75
C 1.435 4.150 2.331 0.01 0.03 0.01 -0.44
C 0.478 3.558 3.144 -0.06 0.01 0.01 -0.69
C 0.046 2.265 2.886 0.09 0.01 -0.06 -0.49
H -3.877 -1.405 4.123 -0.02 0.02 -0.01 0.48
H -2.551 -2.104 6.049 0.01 -0.01 0.00 0.37
H -0.054 -1.915 5.987 -0.02 0.00 0.01 0.41
H 1.003 -1.008 3.952 0.00 0.00 0.01 0.27
H 2.835 -0.177 2.250 0.02 0.02 -0.03 0.42
H 4.614 -1.806 1.704 0.00 0.00 0.00 0.39
H 4.132 -3.699 0.195 0.00 0.00 0.00 0.38
H 1.867 -3.979 -0.767 0.01 0.00 -0.01 0.43
H 0.078 -2.359 -0.197 0.00 0.02 -0.04 0.40
H 1.929 1.627 0.131 0.02 -0.01 0.01 0.49
H 2.689 3.930 0.600 0.00 0.00 0.00 0.40
H 1.761 5.162 2.534 0.01 0.00 0.01 0.38
H 0.055 4.109 3.974 0.00 0.00 0.00 0.41
H -0.719 1.802 3.496 0.03 0.00 0.04 0.40
C -0.041 -4.017 -4.538 -0.01 0.05 0.02 -0.59
C 0.601 -2.937 -5.134 0.04 -0.01 -0.04 -0.52
C 0.377 -1.641 -4.703 0.01 0.02 0.04 -0.30
C -0.509 -1.396 -3.644 0.08 0.12 0.05 0.64
C -1.160 -2.484 -3.050 -0.02 -0.02 0.03 -0.52
C -0.926 -3.773 -3.492 -0.01 -0.03 0.02 -0.68
N -0.761 -0.116 -3.150 -0.42 -0.60 -0.50 0.01
N -0.122 0.864 -3.776 0.10 0.32 0.03 -0.73
C -0.424 2.063 -3.267 0.02 -0.05 -0.14 0.17
C 0.131 3.248 -3.822 0.10 -0.04 -0.08 -0.51
C -0.216 4.464 -3.315 0.02 0.03 -0.03 -0.24
C -1.128 4.541 -2.242 -0.02 -0.04 0.04 -0.72
C -1.627 3.365 -1.742 0.15 0.02 0.02 -0.35
N -1.286 2.159 -2.224 -0.52 0.21 0.13 -0.25
H 0.139 -5.026 -4.885 0.00 0.00 0.00 0.38
H 1.291 -3.106 -5.953 0.00 -0.01 0.00 0.34
H 0.875 -0.800 -5.161 0.01 -0.01 -0.02 0.40
H -1.858 -2.293 -2.240 0.00 0.00 0.00 0.46
H -1.446 -4.595 -3.016 0.00 -0.01 -0.01 0.36
H 0.817 3.134 -4.650 0.01 0.04 0.01 0.42
H 0.202 5.369 -3.739 0.00 0.00 0.00 0.37
H -1.430 5.487 -1.816 0.00 0.00 0.00 0.38
H -2.322 3.350 -0.911 -0.01 0.01 -0.01 0.41
O -1.193 -0.198 0.501 1.56 0.63 -0.39 -0.62